(1)
Density functional theory data (ωB97M-V/def2-TZVPD) for a 2-piece molecular cluster, CH4IN2S overall in a non-equilibrium geometry.

Lowest unoccupied orbital energy in eV: -5.293
Multiplicity: 1
Net charge: +1
Electronic energy in hartree: -845.57397
M in g/mol: 203.028
Maximum force in eV Å⁻¹: 4.76
ΔE to the lowest compared entry with this formula, charge and spin in eV: 1.967

Positions of all 9 atoms, in Å:
C -0.987 -0.322 -0.872
N -0.286 0.688 -1.249
N -1.962 -0.976 -0.696
S 1.262 -0.296 2.476
I 2.499 0.062 0.445
H -0.881 1.212 -1.993
H 0.734 0.899 -1.164
H 2.146 0.405 3.343
H -2.524 -1.672 -0.290

Results of the Mulliken charge analysis, in e, for atoms 1 through 5: atom 1 (C): 0.518, atom 2 (N): -0.266, atom 3 (N): -0.113, atom 4 (S): -0.265, atom 5 (I): 0.162


(2)
Density functional theory data (ωB97M-V/def2-TZVPD) for an isolated molecule of CH4INOS in a non-equilibrium geometry.

Lowest unoccupied orbital energy (spin up / spin down) in eV: -0.901 / -0.901
Multiplicity: 1
SMILES: CNOSI
Electronic energy in hartree: -866.24726
M in g/mol: 205.020
Maximum force in eV Å⁻¹: 5.24
ΔE to the lowest compared entry with this formula, charge and spin in eV: 2.326

Positions of all 9 atoms, in Å:
C -1.190 0.353 0.203
N -0.399 -0.470 -0.691
O 0.318 -1.409 -0.163
S 1.883 -0.722 1.025
I 2.932 0.823 -0.439
H -1.860 -0.467 0.483
H -0.596 0.562 1.157
H -1.391 1.200 -0.329
H 0.304 0.130 -1.245

Results of the Mulliken charge analysis, in e, for atoms 1 through 5: atom 1 (C): -0.672, atom 2 (N): -0.097, atom 3 (O): -0.274, atom 4 (S): -0.117, atom 5 (I): 0.096


(3)
Density functional theory data (ωB97M-V/def2-TZVPD) for a 2-piece molecular cluster, CH4INS overall in a non-equilibrium geometry.

Lowest unoccupied orbital energy in eV: -0.953
Multiplicity: 1
SMILES: CN=S.I
Electronic energy in hartree: -791.04692
M in g/mol: 189.021
Maximum force in eV Å⁻¹: 4.36
ΔE to the lowest compared entry with this formula, charge and spin in eV: 1.890

Positions of all 8 atoms, in Å:
C -1.564 0.340 0.157
N -0.548 -0.672 0.269
S -0.394 -1.906 -0.660
I 3.681 -0.498 -0.479
H -0.932 1.312 -0.054
H -2.266 0.253 -0.685
H -1.959 0.370 1.104
H 3.981 0.800 0.349

Results of the Mulliken charge analysis, in e, for atoms 1 through 5: atom 1 (C): -0.531, atom 2 (N): -0.189, atom 3 (S): -0.045, atom 4 (I): -0.091, atom 5 (H): 0.210


(4)
Density functional theory data (ωB97M-V/def2-TZVPD) for an isolated molecule of CH4IOPS in a non-equilibrium geometry.

Lowest unoccupied orbital energy in eV: -0.240
Multiplicity: 1
SMILES: C[P@](O)(=S)I
Electronic energy in hartree: -1153.03193
M in g/mol: 221.987
Maximum force in eV Å⁻¹: 4.99
ΔE to the lowest compared entry with this formula, charge and spin in eV: 0.153

Positions of all 9 atoms, in Å:
C 0.718 0.687 -0.665
O 0.000 -0.270 1.569
P -0.505 -0.516 0.024
S -0.468 -2.380 -0.463
I -2.634 0.695 -0.171
H 0.697 0.802 -1.816
H 0.682 1.583 -0.193
H 1.658 0.350 -0.482
H -0.148 -0.950 2.196

Results of the Mulliken charge analysis, in e, for atoms 1 through 5: atom 1 (C): -1.092, atom 2 (O): -0.504, atom 3 (P): 0.549, atom 4 (S): -0.355, atom 5 (I): -0.041


(5)
Density functional theory data (ωB97M-V/def2-TZVPD) for a 2-piece molecular cluster, CH4IP overall in a non-equilibrium geometry.

Lowest unoccupied orbital energy (spin up / spin down) in eV: -0.812 / -1.161
Multiplicity: 1
Electronic energy in hartree: -679.41462
M in g/mol: 173.921
Maximum force in eV Å⁻¹: 1.41
ΔE to the lowest compared entry with this formula, charge and spin in eV: 3.710

Positions of all 7 atoms, in Å:
C -0.148 -0.544 -0.588
P 1.071 0.491 0.386
I 0.432 2.644 -0.329
H -0.147 -0.477 -1.690
H -1.112 -0.091 -0.422
H 0.008 -1.460 0.009
H -0.105 -0.562 2.634

Results of the Mulliken charge analysis, in e, for atoms 1 through 5: atom 1 (C): -0.958, atom 2 (P): 0.015, atom 3 (I): -0.035, atom 4 (H): 0.369, atom 5 (H): 0.339


(6)
Density functional theory data (ωB97M-V/def2-TZVPD) for an isolated molecule of CH4N2 in a non-equilibrium geometry.

Lowest unoccupied orbital energy in eV: 1.063
Multiplicity: 1
SMILES: [H]/N=C/N
Electronic energy in hartree: -149.97874
M in g/mol: 44.057
Maximum force in eV Å⁻¹: 2.82
ΔE to the lowest compared entry with this formula, charge and spin in eV: 1.753

Positions of all 7 atoms, in Å:
N -0.606 -0.997 -0.132
C -0.223 0.316 0.056
N 0.960 0.774 0.229
H 0.201 -1.673 -0.225
H -1.531 -1.330 -0.339
H -0.987 1.068 -0.113
H 1.180 1.601 -0.337

Results of the Mulliken charge analysis, in e, for atoms 1 through 5: atom 1 (N): -0.442, atom 2 (C): 0.101, atom 3 (N): -0.673, atom 4 (H): 0.268, atom 5 (H): 0.213


(7)
Density functional theory data (ωB97M-V/def2-TZVPD) for an isolated molecule of CH4N2O in a non-equilibrium geometry.

Lowest unoccupied orbital energy in eV: 0.755
Multiplicity: 1
SMILES: [H]/N=C/NO
Electronic energy in hartree: -225.16036
M in g/mol: 60.056
Maximum force in eV Å⁻¹: 4.67
ΔE to the lowest compared entry with this formula, charge and spin in eV: 3.582

Positions of all 8 atoms, in Å:
C -0.320 0.478 0.147
H 0.293 -1.939 -0.389
H 1.368 -0.195 -0.427
H -1.402 0.151 0.020
H -0.503 1.570 1.581
N 0.425 -0.050 -0.863
N 0.216 1.342 0.984
O -0.077 -1.357 -1.053

Results of the Mulliken charge analysis, in e, for atoms 1 through 5: atom 1 (C): 0.149, atom 2 (H): 0.319, atom 3 (H): 0.300, atom 4 (H): 0.308, atom 5 (H): 0.249


(8)
Density functional theory data (ωB97M-V/def2-TZVPD) for a 2-piece molecular cluster, CH4N2O overall in a non-equilibrium geometry.

Lowest unoccupied orbital energy in eV: 1.005
Multiplicity: 1
SMILES: C#[N+][O-].N
Electronic energy in hartree: -225.13607
M in g/mol: 60.056
Maximum force in eV Å⁻¹: 4.25
ΔE to the lowest compared entry with this formula, charge and spin in eV: 4.243

Positions of all 8 atoms, in Å:
C -2.287 0.503 1.028
N -2.326 1.619 0.733
N 0.216 -0.379 -0.595
O -2.312 2.638 0.187
H -0.187 0.552 -0.786
H -2.549 -0.429 1.487
H -0.013 -1.075 -1.313
H 1.260 -0.278 -0.570

Results of the Mulliken charge analysis, in e, for atoms 1 through 5: atom 1 (C): -0.212, atom 2 (N): 0.503, atom 3 (N): -0.659, atom 4 (O): -0.620, atom 5 (H): 0.228


(9)
Density functional theory data (ωB97M-V/def2-TZVPD) for an isolated molecule of CH4N2O in a non-equilibrium geometry.

Lowest unoccupied orbital energy in eV: 0.924
Multiplicity: 1
SMILES: CNN=O
Electronic energy in hartree: -225.14835
M in g/mol: 60.056
Maximum force in eV Å⁻¹: 4.29
ΔE to the lowest compared entry with this formula, charge and spin in eV: 3.909

Positions of all 8 atoms, in Å:
C 0.996 -0.003 -0.145
N -1.295 0.280 -0.510
N -0.382 -0.267 0.143
O -2.444 0.331 -0.058
H 1.588 -0.886 -0.073
H 1.122 0.446 -1.194
H 1.098 0.630 0.741
H -0.684 -0.533 1.096

Results of the Mulliken charge analysis, in e, for atoms 1 through 5: atom 1 (C): -0.579, atom 2 (N): -0.127, atom 3 (N): 0.147, atom 4 (O): -0.513, atom 5 (H): 0.217


(10)
Density functional theory data (ωB97M-V/def2-TZVPD) for an isolated molecule of CH4N2O in a non-equilibrium geometry.

Lowest unoccupied orbital energy in eV: 0.774
Multiplicity: 1
SMILES: NC(N)=O
Electronic energy in hartree: -225.26966
M in g/mol: 60.056
Maximum force in eV Å⁻¹: 4.47
ΔE to the lowest compared entry with this formula, charge and spin in eV: 0.608

Positions of all 8 atoms, in Å:
C 0.095 0.441 -0.134
H 0.908 -1.448 0.088
H 1.996 0.142 0.009
H -1.876 0.683 0.185
H -1.445 -0.945 0.057
N 1.102 -0.433 -0.065
N -1.157 -0.022 -0.105
O 0.377 1.583 -0.035

Results of the Mulliken charge analysis, in e, for atoms 1 through 5: atom 1 (C): 0.618, atom 2 (H): 0.201, atom 3 (H): 0.256, atom 4 (H): 0.240, atom 5 (H): 0.184


(11)
Density functional theory data (ωB97M-V/def2-TZVPD) for an isolated molecule of CH4N2O in a non-equilibrium geometry.

Lowest unoccupied orbital energy in eV: 0.896
Multiplicity: 1
SMILES: CNN=O
Electronic energy in hartree: -225.14742
M in g/mol: 60.056
Maximum force in eV Å⁻¹: 3.96
ΔE to the lowest compared entry with this formula, charge and spin in eV: 3.934

Positions of all 8 atoms, in Å:
C 0.533 0.025 -0.734
N -0.457 -0.830 1.165
N -0.270 0.295 0.409
O -1.354 -0.781 1.978
H 0.803 -1.028 -0.682
H 0.005 0.439 -1.696
H 1.423 0.718 -0.805
H -0.683 1.163 0.366

Results of the Mulliken charge analysis, in e, for atoms 1 through 5: atom 1 (C): -0.676, atom 2 (N): -0.021, atom 3 (N): 0.133, atom 4 (O): -0.441, atom 5 (H): 0.368


(12)
Density functional theory data (ωB97M-V/def2-TZVPD) for a 2-piece molecular cluster, CH4N2O overall in a non-equilibrium geometry.

Lowest unoccupied orbital energy in eV: 0.988
Multiplicity: 1
SMILES: N#N.CO
Electronic energy in hartree: -225.25622
M in g/mol: 60.056
Maximum force in eV Å⁻¹: 2.03
ΔE to the lowest compared entry with this formula, charge and spin in eV: 0.974

Positions of all 8 atoms, in Å:
C -0.037 -0.296 -0.176
N 2.066 -2.610 2.573
N 2.230 -2.087 3.522
O 0.825 -0.096 0.904
H 0.209 -1.252 -0.722
H -0.023 0.634 -0.714
H -1.027 -0.670 0.197
H 1.191 0.813 0.972

Results of the Mulliken charge analysis, in e, for atoms 1 through 5: atom 1 (C): -0.405, atom 2 (N): 0.036, atom 3 (N): -0.034, atom 4 (O): -0.509, atom 5 (H): 0.174


What is the formula in the second record? CH4INOS


Copy entry 9 word for word.
Density functional theory data (ωB97M-V/def2-TZVPD) for an isolated molecule of CH4N2O in a non-equilibrium geometry.

Lowest unoccupied orbital energy in eV: 0.924
Multiplicity: 1
SMILES: CNN=O
Electronic energy in hartree: -225.14835
M in g/mol: 60.056
Maximum force in eV Å⁻¹: 4.29
ΔE to the lowest compared entry with this formula, charge and spin in eV: 3.909

Positions of all 8 atoms, in Å:
C 0.996 -0.003 -0.145
N -1.295 0.280 -0.510
N -0.382 -0.267 0.143
O -2.444 0.331 -0.058
H 1.588 -0.886 -0.073
H 1.122 0.446 -1.194
H 1.098 0.630 0.741
H -0.684 -0.533 1.096

Results of the Mulliken charge analysis, in e, for atoms 1 through 5: atom 1 (C): -0.579, atom 2 (N): -0.127, atom 3 (N): 0.147, atom 4 (O): -0.513, atom 5 (H): 0.217


Which value of electronic energy does entry 9 give? -225.14835 hartree